{"formula": "C28H50N3O13P5S2", "method": "the ωB97M-V functional and the def2-TZVPD basis", "smiles": "NCC[C@]1(c2ccccn2)C(=O)O[C@]([PH2]=S)(P(O)(O)=S)[C@@]1([PH2]=O)c1ccccn1.CCOP(=O)(OCC)OCC.CCOP(=O)(OCC)OCC", "homo_ev": -8.558, "species": ["N", "C", "C", "C", "C", "C", "C", "C", "C", "N", "C", "O", "O", "C", "P", "S", "P", "O", "O", "S", "C", "P", "O", "C", "C", "C", "C", "C", "N", "H", "H", "H", "H", "H", "H", "H", "H", "H", "H", "H", "H", "H", "H", "H", "H", "H", "H", "H", "H", "C", "C", "O", "P", "O", "O", "C", "C", "O", "C", "C", "H", "H", "H", "H", "H", "H", "H", "H", "H", "H", "H", "H", "H", "H", "H", "C", "C", "O", "P", "O", "O", "C", "C", "O", "C", "C", "H", "H", "H", "H", "H", "H", "H", "H", "H", "H", "H", "H", "H", "H", "H"], "xyz": [[2.64, 3.72, 1.21], [2.36, 2.46, 1.98], [3.57, 1.44, 2.03], [3.42, 0.15, 1.08], [4.98, -0.19, 0.85], [5.39, -0.48, -0.51], [6.84, -0.74, -0.72], [7.60, -0.68, 0.53], [7.03, -0.41, 1.84], [5.71, -0.15, 1.98], [2.87, 0.86, -0.24], [3.34, 1.73, -0.89], [1.61, 0.26, -0.40], [1.48, -1.08, 0.18], [2.31, -2.07, -1.24], [1.42, -3.75, -1.69], [-0.41, -1.17, 0.37], [-0.94, -1.94, 1.73], [-1.18, -1.95, -0.91], [-1.11, 0.65, 0.28], [2.43, -1.01, 1.49], [1.64, -0.60, 3.17], [0.45, 0.31, 3.14], [3.02, -2.44, 1.88], [2.12, -3.57, 1.69], [2.42, -4.97, 2.02], [3.77, -5.13, 2.62], [4.55, -3.91, 2.75], [4.24, -2.64, 2.44], [3.54, 3.70, 0.74], [2.74, 4.47, 1.91], [2.18, 2.80, 3.04], [1.38, 2.07, 1.61], [3.83, 1.19, 3.08], [4.46, 2.00, 1.62], [4.74, -0.52, -1.41], [7.29, -0.97, -1.71], [8.70, -0.85, 0.47], [7.72, -0.41, 2.72], [3.60, -2.44, -0.74], [2.41, -1.28, -2.42], [-1.84, -2.27, 1.53], [-0.82, -1.58, -1.74], [2.58, -0.13, 4.13], [1.17, -1.87, 3.67], [1.09, -3.40, 1.26], [1.72, -5.81, 1.87], [4.16, -6.12, 2.95], [5.58, -4.06, 3.18], [-3.16, 8.63, -0.09], [-2.66, 9.39, -1.30], [-1.29, 9.10, -1.59], [-0.93, 7.61, -2.20], [-1.37, 7.83, -3.63], [0.69, 7.84, -2.44], [1.26, 7.65, -3.73], [1.33, 8.95, -4.50], [-0.53, 7.10, -0.64], [-0.50, 5.67, -0.44], [0.58, 4.99, -1.26], [-3.20, 7.55, -0.29], [-4.16, 8.96, 0.19], [-2.49, 8.76, 0.76], [-3.28, 9.18, -2.18], [-2.71, 10.46, -1.10], [0.71, 6.88, -4.29], [2.28, 7.26, -3.59], [0.39, 9.52, -4.44], [1.55, 8.77, -5.56], [2.10, 9.60, -4.09], [-1.48, 5.26, -0.67], [-0.31, 5.51, 0.63], [0.35, 5.04, -2.33], [0.67, 3.94, -0.98], [1.55, 5.48, -1.11], [-2.38, -5.17, -1.80], [-3.17, -4.13, -1.02], [-4.54, -4.52, -0.88], [-4.89, -5.76, 0.14], [-4.77, -5.04, 1.46], [-6.54, -5.71, 0.02], [-7.34, -5.56, 1.19], [-7.67, -4.11, 1.45], [-4.93, -6.80, -1.20], [-4.80, -8.20, -0.92], [-5.96, -8.74, -0.10], [-2.29, -6.10, -1.24], [-1.37, -4.80, -2.01], [-2.87, -5.40, -2.75], [-2.73, -3.96, -0.04], [-3.16, -3.19, -1.56], [-6.85, -6.02, 2.05], [-8.27, -6.12, 1.03], [-6.79, -3.46, 1.35], [-8.09, -3.97, 2.45], [-8.40, -3.75, 0.72], [-3.85, -8.38, -0.40], [-4.76, -8.72, -1.87], [-5.96, -8.32, 0.91], [-5.91, -9.82, -0.01], [-6.92, -8.47, -0.56]]}


{"formula": "C28H50O15S", "method": "the ωB97M-V functional and the def2-TZVPD basis", "e_above_lowest_ev": 0.0358, "smiles": "C[C@H]1COC(=O)O1.C[C@H]1COC(=O)O1.C[C@H]1COC(=O)O1.O=S1(=O)CCCC1.CC(C)=O.CC(C)=O.CC(C)=O.CC(C)=O", "homo_ev": -9.290, "species": ["C", "C", "C", "O", "C", "O", "O", "H", "H", "H", "H", "H", "H", "C", "C", "C", "O", "C", "O", "O", "H", "H", "H", "H", "H", "H", "C", "C", "C", "O", "C", "O", "O", "H", "H", "H", "H", "H", "H", "O", "S", "O", "C", "C", "C", "C", "H", "H", "H", "H", "H", "H", "H", "H", "C", "C", "C", "O", "H", "H", "H", "H", "H", "H", "C", "C", "C", "O", "H", "H", "H", "H", "H", "H", "C", "C", "C", "O", "H", "H", "H", "H", "H", "H", "C", "C", "C", "O", "H", "H", "H", "H", "H", "H"], "xyz": [[-0.87, 4.37, 4.02], [-0.95, 2.91, 4.46], [0.37, 2.18, 4.30], [1.00, 2.45, 5.61], [0.03, 2.72, 6.50], [0.21, 2.81, 7.67], [-1.16, 2.87, 5.89], [-0.02, 4.87, 4.48], [-1.80, 4.84, 4.33], [-0.82, 4.44, 2.94], [-1.80, 2.42, 4.01], [1.01, 2.59, 3.52], [0.33, 1.10, 4.33], [0.27, -1.52, -0.50], [0.27, -0.02, -0.48], [-0.73, 0.66, -1.44], [-1.31, 1.69, -0.63], [-1.03, 1.44, 0.66], [-1.57, 1.98, 1.57], [-0.08, 0.50, 0.80], [0.29, -1.92, -1.51], [-0.60, -1.92, 0.03], [1.14, -1.91, 0.02], [1.26, 0.31, -0.81], [-1.55, 0.00, -1.75], [-0.30, 1.02, -2.37], [-1.69, -0.93, -4.95], [-3.00, -0.22, -5.24], [-4.25, -1.11, -5.30], [-5.12, -0.53, -4.34], [-4.58, 0.58, -3.81], [-5.11, 1.31, -3.04], [-3.31, 0.78, -4.26], [-1.40, -1.59, -5.76], [-1.77, -1.45, -3.99], [-0.89, -0.19, -4.91], [-2.83, 0.29, -6.19], [-3.97, -2.13, -5.04], [-4.74, -1.10, -6.27], [4.46, -2.34, -1.81], [4.23, -1.02, -2.28], [2.97, -0.66, -2.90], [4.52, 0.20, -0.97], [5.65, 1.10, -1.46], [5.50, 1.12, -2.98], [5.52, -0.36, -3.34], [4.73, -0.30, -0.03], [3.59, 0.74, -0.80], [5.52, 2.09, -1.00], [6.65, 0.79, -1.16], [6.29, 1.60, -3.55], [4.55, 1.58, -3.24], [6.47, -0.82, -3.08], [5.28, -0.56, -4.38], [3.14, -2.03, 2.62], [3.46, -2.79, 3.90], [3.29, -2.06, 5.21], [3.91, -3.91, 3.85], [3.79, -2.21, 1.77], [3.23, -0.96, 2.83], [2.13, -2.28, 2.29], [4.04, -2.46, 5.90], [2.32, -2.21, 5.69], [3.50, -1.01, 5.06], [1.31, -6.75, 1.14], [1.52, -5.34, 0.65], [2.82, -4.97, -0.03], [0.67, -4.49, 0.81], [1.09, -7.44, 0.33], [0.45, -6.72, 1.80], [2.16, -7.13, 1.70], [3.46, -5.84, -0.18], [3.36, -4.23, 0.54], [2.55, -4.59, -1.02], [-3.99, -0.56, 1.04], [-5.13, -0.77, 2.00], [-5.17, 0.17, 3.20], [-5.97, -1.62, 1.83], [-4.41, -0.42, 0.04], [-3.31, -1.41, 0.97], [-3.37, 0.29, 1.31], [-4.33, -0.06, 3.85], [-6.08, -0.02, 3.76], [-5.21, 1.20, 2.84], [-1.83, 3.95, -2.74], [-2.90, 4.66, -1.95], [-4.20, 4.97, -2.64], [-2.68, 5.02, -0.82], [-1.83, 4.20, -3.80], [-2.21, 2.92, -2.70], [-0.91, 3.96, -2.17], [-4.45, 4.23, -3.40], [-4.10, 5.92, -3.18], [-4.98, 5.06, -1.89]]}


{"formula": "C28H51Br2INO16", "method": "the ωB97M-V functional and the def2-TZVPD basis", "charge": -1, "homo_ev": -5.428, "species": ["C", "C", "O", "O", "C", "C", "C", "C", "C", "C", "C", "C", "N", "Br", "C", "Br", "I", "C", "O", "O", "H", "H", "H", "H", "H", "H", "H", "H", "H", "H", "H", "H", "H", "H", "H", "H", "H", "H", "H", "C", "C", "O", "C", "O", "O", "C", "H", "H", "H", "H", "H", "H", "H", "H", "C", "C", "O", "C", "O", "O", "C", "H", "H", "H", "H", "H", "H", "H", "H", "C", "C", "O", "C", "O", "O", "C", "H", "H", "H", "H", "H", "H", "H", "H", "C", "C", "O", "C", "O", "O", "C", "H", "H", "H", "H", "H", "H", "H", "H"], "xyz": [[7.30, -1.31, -1.66], [8.12, -2.47, -2.18], [9.01, -2.98, -1.56], [7.84, -2.87, -3.46], [6.47, -3.20, -3.77], [5.87, -4.27, -2.85], [4.65, -3.78, -2.05], [3.38, -3.62, -2.90], [2.09, -4.05, -2.19], [0.89, -3.19, -2.57], [-0.46, -3.87, -2.29], [-1.67, -3.24, -2.98], [-2.49, -2.37, -2.13], [-1.42, -1.10, -1.22], [-3.58, -1.68, -2.74], [-4.74, -3.03, -3.53], [-2.96, -0.32, -4.37], [-4.51, -0.90, -1.68], [-4.98, 0.17, -2.05], [-4.59, -1.54, -0.63], [7.98, -0.59, -1.21], [6.64, -1.67, -0.86], [6.69, -0.83, -2.43], [6.52, -3.55, -4.80], [5.85, -2.29, -3.77], [5.53, -5.10, -3.48], [6.65, -4.67, -2.19], [4.46, -4.50, -1.24], [4.88, -2.82, -1.58], [3.26, -2.57, -3.17], [3.50, -4.17, -3.84], [2.26, -3.97, -1.11], [1.87, -5.10, -2.41], [0.94, -2.93, -3.63], [0.95, -2.25, -2.02], [-0.38, -4.90, -2.66], [-0.65, -3.94, -1.22], [-2.34, -4.05, -3.27], [-1.37, -2.73, -3.90], [-0.94, 3.93, 4.33], [-0.84, 2.43, 4.30], [-2.08, 1.82, 3.91], [-2.34, 1.84, 2.59], [-1.59, 2.29, 1.76], [-3.52, 1.29, 2.38], [-3.95, 1.26, 1.00], [-1.77, 4.24, 4.97], [-0.02, 4.37, 4.71], [-1.11, 4.33, 3.33], [-0.64, 2.03, 5.29], [-0.05, 2.10, 3.62], [-3.19, 0.81, 0.37], [-4.17, 2.27, 0.66], [-4.84, 0.64, 0.97], [-4.44, 8.11, 5.64], [-4.02, 6.82, 6.33], [-2.89, 7.03, 7.19], [-3.16, 7.57, 8.38], [-4.25, 7.87, 8.79], [-2.01, 7.74, 9.03], [-2.15, 8.34, 10.32], [-3.60, 8.55, 5.11], [-5.24, 7.89, 4.92], [-4.82, 8.83, 6.37], [-3.67, 6.09, 5.60], [-4.83, 6.38, 6.90], [-2.87, 7.79, 10.93], [-2.47, 9.37, 10.23], [-1.17, 8.29, 10.78], [-2.82, -8.78, -7.69], [-2.10, -9.04, -6.39], [-2.21, -7.93, -5.49], [-3.37, -7.85, -4.82], [-4.27, -8.64, -4.90], [-3.34, -6.75, -4.08], [-4.53, -6.50, -3.32], [-2.47, -7.85, -8.14], [-2.63, -9.60, -8.39], [-3.89, -8.70, -7.53], [-1.02, -9.15, -6.55], [-2.47, -9.94, -5.90], [-4.79, -7.37, -2.72], [-5.36, -6.26, -3.99], [-4.31, -5.65, -2.69], [1.11, 3.91, 0.95], [2.51, 3.81, 0.40], [3.13, 5.11, 0.24], [3.61, 5.66, 1.34], [3.62, 5.17, 2.44], [4.08, 6.88, 1.04], [4.60, 7.60, 2.16], [0.50, 4.56, 0.32], [0.64, 2.93, 0.97], [1.12, 4.31, 1.96], [2.52, 3.39, -0.61], [3.15, 3.20, 1.03], [5.34, 7.01, 2.69], [3.79, 7.87, 2.84], [5.05, 8.50, 1.74]]}